{
  "formula": "C4H8O3Tm",
  "method": "ωB97M-V/def2-TZVPD",
  "total_charge": 1,
  "multiplicity": 3,
  "homo_lumo_gap_ev": [4.030, 6.881],
  "e_homo_ev": [-9.00, -11.23],
  "e_above_lowest_kj_mol": 58.2,
  "s_squared": 2.01,
  "symbols": ["O", "H", "H", "C", "C", "H", "O", "H", "H", "H", "H", "O", "Tm", "C", "C", "H"],
  "positions_angstrom": [[-0.8295, 0.5999, -0.0418], [-2.8065, 0.7985, -0.6061], [3.2775, 0.1112, 1.2793], [2.7298, -0.0659, 0.3345], [-2.1338, 1.0947, 0.2122], [-2.0870, 2.1889, 0.2477], [1.4999, -0.6460, 0.6862], [-1.3689, -1.1983, -0.9160], [0.7413, -2.3408, -0.1782], [1.0326, -1.0157, -1.3266], [-2.4721, 0.7348, 1.1944], [2.6568, 0.8620, -0.5284], [0.9110, 2.1283, -0.8348], [0.6839, -1.2535, -0.3119], [-0.7436, -0.8139, -0.0944], [-1.0912, -1.1843, 0.8838]]
}



{
  "formula": "C4H8O4",
  "method": "ωB97M-V/def2-TZVPD",
  "multiplicity": 1,
  "homo_lumo_gap_ev": 11.053,
  "e_homo_ev": -10.21,
  "e_above_lowest_kj_mol": 166.8,
  "symbols": ["O", "H", "H", "O", "C", "H", "H", "O", "H", "H", "C", "C", "H", "O", "H", "C"],
  "positions_angstrom": [[-0.0048, 1.5732, 1.0801], [0.0635, -2.5101, -1.2491], [-0.4006, -0.9549, -1.9871], [1.0529, -0.9107, -0.5152], [0.4373, -1.5514, -1.6074], [1.3795, -0.0510, -0.8338], [1.1536, -1.7281, -2.4162], [1.3233, 1.9181, -0.7173], [-1.3896, 0.0516, 2.5210], [-2.0281, -1.0252, 1.2375], [0.8881, 2.2352, 0.3443], [-0.8716, 0.6035, 0.5341], [1.2238, 3.1185, 0.9163], [-1.3374, 0.7233, -0.5495], [-0.3074, -1.0655, 1.6783], [-1.1824, -0.4266, 1.5641]]
}



{
  "formula": "C4H8O6",
  "method": "ωB97M-V/def2-TZVPD",
  "total_charge": -2,
  "multiplicity": 1,
  "homo_lumo_gap_ev": 7.583,
  "e_homo_ev": -1.11,
  "symbols": ["H", "C", "H", "O", "H", "O", "O", "H", "O", "H", "C", "H", "O", "H", "O", "C", "H", "C"],
  "positions_angstrom": [[-0.7899, -3.2315, -0.0538], [1.5485, 0.4480, 1.1795], [-0.3930, 1.2147, -0.1540], [-1.8297, -1.5549, -0.6659], [0.2295, 0.2499, -1.6558], [1.9558, 1.5448, 0.7520], [-0.1113, -3.5177, 0.5718], [0.0985, -2.7946, 1.1684], [1.7886, -0.0757, 2.3103], [0.1728, -1.3663, 0.6120], [-1.6573, -0.3057, -0.7731], [0.6722, 2.6221, -1.1364], [0.3174, 3.2608, -1.7820], [1.5284, -1.1019, -0.3708], [-2.5690, 0.5538, -0.7582], [0.8116, -0.5523, 0.2258], [-0.6101, 2.9802, -1.7771], [-0.1832, 0.2494, -0.6283]]
}



{
  "formula": "C4H8O7Tl",
  "method": "ωB97M-V/def2-TZVPD",
  "total_charge": 1,
  "multiplicity": 1,
  "homo_lumo_gap_ev": 3.839,
  "e_homo_ev": -14.14,
  "e_above_lowest_kj_mol": 259.9,
  "symbols": ["H", "O", "O", "C", "C", "O", "Tl", "H", "H", "H", "O", "C", "O", "H", "O", "C", "O", "H", "H", "H"],
  "positions_angstrom": [[0.3240, -1.5818, -2.4767], [-1.2944, 2.4081, 1.0520], [-1.8410, 1.2045, -0.6725], [-1.7456, 0.2936, -1.7104], [-0.7886, 2.5813, 2.3540], [1.0452, -1.2632, -1.8998], [3.0705, 0.3545, -0.6913], [-2.7255, -0.0579, -2.0332], [-1.3180, 3.2484, 3.0343], [-1.1474, -0.5867, -1.4753], [1.2465, -3.4864, -0.3848], [-0.8122, 1.5818, 0.1346], [0.3874, 1.2564, 0.0538], [1.2355, -2.7128, -0.9532], [1.9304, -1.7916, 0.9287], [1.8301, -3.0529, 0.7500], [2.2549, -3.7982, 1.6981], [-1.3060, 0.7501, -2.5973], [0.1718, 3.0533, 2.1464], [-0.5178, 1.5996, 2.7424]]
}



{
  "formula": "C4H8OP2",
  "method": "ωB97M-V/def2-TZVPD",
  "multiplicity": 1,
  "homo_lumo_gap_ev": [6.676, 6.677],
  "e_homo_ev": [-8.31, -8.32],
  "e_above_lowest_kj_mol": 240.9,
  "symbols": ["O", "C", "H", "H", "H", "H", "C", "C", "H", "P", "C", "P", "H", "H", "H"],
  "positions_angstrom": [[2.2206, -1.8261, 0.4717], [-2.1519, 0.1501, 0.8666], [-2.4301, -0.7211, 1.3107], [2.6578, 0.8998, -1.5914], [1.6694, 1.5459, -0.2922], [-2.0616, -0.5626, -1.1292], [-1.4448, -0.0940, -0.4522], [-0.2785, -1.0103, -0.1943], [-1.4436, 0.6607, 1.5477], [1.4094, -0.7066, 0.0540], [2.3921, 0.8370, -0.5086], [4.1385, 1.3469, 0.2704], [-1.2515, 0.8020, -0.9260], [-0.3979, -2.0608, -0.1195], [-3.0281, 0.7392, 0.6923]]
}



{
  "formula": "C4H8OS2",
  "method": "ωB97M-V/def2-TZVPD",
  "multiplicity": 1,
  "homo_lumo_gap_ev": 7.423,
  "e_homo_ev": -8.41,
  "e_above_lowest_kj_mol": 583.4,
  "symbols": ["H", "S", "S", "C", "H", "C", "H", "O", "C", "H", "H", "H", "H", "H", "C"],
  "positions_angstrom": [[-0.1177, -1.5680, 1.3768], [-1.8451, -0.7344, -0.2474], [-0.6057, 1.7492, -1.9285], [0.5242, -1.2619, 0.5992], [2.4381, -0.4409, 0.3728], [-0.2107, 1.2532, 0.8811], [-1.9239, 0.1169, -2.4900], [1.7378, -0.9023, 1.1469], [0.1454, 1.0839, -0.6003], [1.2217, 1.3062, -0.7080], [0.5797, 1.3896, 1.7271], [-1.0926, -1.6696, -1.2431], [-1.1398, 1.7286, 1.2148], [0.6263, -1.9405, -0.2571], [-0.3377, -0.1103, 0.1557]]
}



{
  "formula": "C4H8P",
  "method": "ωB97M-V/def2-TZVPD",
  "total_charge": 1,
  "multiplicity": 1,
  "homo_lumo_gap_ev": 11.735,
  "e_homo_ev": -15.46,
  "e_above_lowest_kj_mol": 21.7,
  "symbols": ["P", "H", "H", "C", "H", "C", "C", "H", "H", "C", "H", "H", "H"],
  "positions_angstrom": [[0.1109, -0.1684, -0.0119], [-2.1074, -0.0810, -0.9390], [0.9235, 2.1757, 0.2591], [-1.3696, -0.8681, -0.7552], [-1.8871, -1.6096, -0.1670], [1.1637, -1.0330, 1.1844], [1.8187, -0.8634, 0.0650], [-0.7093, 2.1407, 0.9969], [-1.0246, -1.1743, -1.7565], [-0.0752, 1.7888, 0.2516], [-0.7392, 2.0406, -0.5865], [2.5092, -0.9740, -0.7223], [1.3864, -1.3740, 2.1814]]
}



{
  "formula": "C4H8P",
  "method": "ωB97M-V/def2-TZVPD",
  "total_charge": 1,
  "multiplicity": 3,
  "homo_lumo_gap_ev": [9.014, 8.162],
  "e_homo_ev": [-14.02, -15.39],
  "s_squared": 2.09,
  "symbols": ["C", "C", "P", "C", "H", "C", "H", "H", "H", "H", "H", "H", "H"],
  "positions_angstrom": [[-1.2443, -0.7265, 1.0085], [1.6692, 0.8081, 0.4755], [-0.7626, -0.2247, -0.7158], [0.7937, 0.7410, -0.6914], [1.1654, 1.1347, 1.3029], [-1.6004, -0.9698, -1.9357], [2.4814, 1.4633, 0.2351], [-1.4329, -0.6294, -2.9394], [1.0815, 1.1744, -1.5798], [2.0342, -0.0332, 0.8824], [-1.8105, 0.0458, 1.6220], [-2.0129, -1.5339, 0.8161], [-0.3618, -1.2496, 1.5196]]
}



Maximum force
In order: 5.22, 0.83, 2.80, 4.15, 4.23, 5.32, 3.76, 4.12
Unit: eV Å⁻¹
Calculated total energy
In order: -39940.0618, -12467.4304, -16563.4880, -23289.9128, -24898.2609, -27989.6544, -13556.9370, -13553.5610
Unit: eV
Molar mass
In order: 273.0, 120.1, 152.1, 372.5, 134.1, 136.2, 87.1, 87.1
Unit: g mol⁻¹